Entry one
Density functional theory data (wB97M-V/def2-TZVPD) for a cluster of 2 separate species, C4H9O2 in total.

Properties
LUMO energy = 0.1429 Ha

Structure (ORCA input):
```
! RIJCOSX wB97M-V def2-TZVPD def2/J DEFGRID3
* xyz -1 1
C 1.93 0.17 1.05
C 0.85 0.61 2.08
O 0.93 -0.01 3.17
O -0.01 1.43 1.69
H 1.51 -0.64 0.44
H 2.81 -0.22 1.57
H 2.19 0.88 0.26
C -1.14 -0.80 -1.80
C -1.41 0.20 -0.69
H -2.05 -1.12 -2.31
H -0.58 -0.32 -2.62
H -0.59 -1.72 -1.58
H -1.52 1.21 -1.11
H -2.34 -0.02 -0.17
H -0.59 0.35 0.01
*
```

Löwdin population analysis, charges in e, atoms 1 to 8: C -0.067; C -0.802; O -0.106; O -0.115; H 0.047; H 0.047; H 0.052; C -0.191

---

Entry two
Density functional theory data (wB97M-V/def2-TZVPD) for a cluster of 2 separate species, C4H9O2 in total.

Properties
LUMO energy = 0.1592 Ha

Structure (ORCA input):
```
! RIJCOSX wB97M-V def2-TZVPD def2/J DEFGRID3
* xyz -1 1
C -1.51 1.53 -1.36
C -1.34 0.18 -1.35
O -1.32 -0.64 -0.37
H -1.49 2.01 -2.33
H -1.82 2.13 -0.51
H -1.19 -0.27 -2.35
H 0.22 -1.25 -0.07
C 1.58 -0.05 0.59
O 1.18 -1.34 0.16
C 1.00 0.28 1.96
H 1.24 0.68 -0.15
H 2.67 -0.05 0.64
H 1.34 1.26 2.31
H 1.27 -0.50 2.68
H -0.09 0.21 1.92
*
```

Löwdin population analysis, charges in e, atoms 1 to 8: C -0.107; C -0.524; O -0.217; H -0.016; H 0.001; H 0.076; H 0.022; C -0.351

---

Entry three
Density functional theory data (wB97M-V/def2-TZVPD) for the ion C4H9O2 with charge -1.

Properties
SMILES string = [O-]CCCCO
LUMO energy = 0.1507 Ha

Structure (ORCA input):
```
! RIJCOSX wB97M-V def2-TZVPD def2/J DEFGRID3
* xyz -1 1
O 2.12 0.38 0.65
C 0.93 0.99 0.84
C -0.19 0.01 1.34
C -0.59 -0.96 0.24
C -1.39 -0.31 -0.90
O -0.68 -0.31 -2.16
H 0.54 1.41 -0.12
H 0.97 1.80 1.61
H 0.28 -0.55 2.15
H -1.07 0.59 1.67
H 0.29 -1.42 -0.23
H -1.13 -1.82 0.64
H -1.65 0.71 -0.64
H -2.32 -0.86 -1.12
H 0.23 -0.02 -1.95
*
```

Löwdin population analysis, charges in e, atoms 1 to 8: O -0.371; C -0.564; C -0.231; C -0.226; C -0.272; O -0.117; H 0.071; H 0.070

---

From most stable to least stable, the computed energies give entry one, entry two, entry three.